An isolated molecule of C21H21N3O7S in a non-equilibrium geometry. Source: the Open Molecules 2025 dataset; level of theory: ωB97M-V/def2-TZVPD.

CARTESIAN COORDINATES (ANGSTROEM)
C -7.730 -2.316 0.466
O -6.402 -2.716 0.201
C -5.377 -1.832 0.178
C -4.131 -2.414 -0.059
C -2.971 -1.674 -0.127
C -3.022 -0.294 0.054
C -1.843 0.574 0.025
N -1.994 1.784 0.485
S -0.729 2.735 0.746
O -0.091 2.395 1.980
O -1.057 4.101 0.519
N 0.391 2.278 -0.495
C 1.389 3.243 -0.874
C 0.407 0.985 -0.838
C 1.575 0.465 -1.647
O 1.925 0.951 -2.702
N 2.153 -0.614 -1.084
C 3.346 -1.229 -1.638
C 4.571 -0.845 -0.847
C 5.036 0.461 -0.911
C 6.141 0.884 -0.177
C 6.757 -0.052 0.619
C 6.293 -1.367 0.689
C 5.201 -1.786 -0.029
O 7.083 -2.083 1.546
C 8.064 -1.180 2.013
O 7.850 0.087 1.430
C -0.623 0.128 -0.551
C -4.264 0.296 0.303
C -5.438 -0.433 0.364
O -6.659 0.142 0.597
C -6.720 1.535 0.799
H -8.312 -3.237 0.435
H -8.102 -1.624 -0.291
H -7.823 -1.858 1.452
H -4.110 -3.485 -0.187
H -2.038 -2.186 -0.293
H 1.646 3.132 -1.927
H 0.945 4.220 -0.691
H 2.288 3.136 -0.260
H 1.874 -0.891 -0.155
H 3.215 -2.314 -1.644
H 3.425 -0.866 -2.666
H 4.530 1.164 -1.553
H 6.503 1.896 -0.229
H 4.854 -2.805 0.034
H 9.065 -1.549 1.736
H 7.998 -1.098 3.109
H -0.548 -0.884 -0.910
H -4.263 1.363 0.445
H -6.133 1.842 1.669
H -6.377 2.084 -0.083
H -7.772 1.752 0.974

Summary:
Max |F| (eV/A): 1.27
Relative energy (zero: lowest compared OMol25 entry of this formula, charge and spin) (kJ/mol): 0.0
Frontier orbital gap (eV): 7.9
E_HOMO (eV): -8.30

=====

A structure of composition C34H42CrNO4 in a non-equilibrium geometry. Source: the Open Molecules 2025 dataset; level of theory: ωB97M-V/def2-TZVPD.

CARTESIAN COORDINATES (ANGSTROEM)
O 6.132 1.016 0.215
C 6.738 0.887 -1.124
C 8.129 1.330 -0.664
H 6.250 1.553 -1.853
H 6.698 -0.156 -1.446
C 7.414 1.518 0.706
H 8.515 2.221 -1.162
H 8.860 0.512 -0.674
C 7.300 2.956 1.166
H 6.913 3.597 0.363
H 8.284 3.343 1.475
H 6.632 2.995 2.037
C 7.967 0.630 1.794
H 8.031 -0.414 1.459
H 7.339 0.702 2.691
H 8.973 0.971 2.071
Cr 0.178 -0.941 1.205
C -0.516 -2.961 1.570
C -0.492 -2.838 0.128
C 0.833 -2.449 -0.275
H -1.305 -3.097 -0.542
C 1.683 -2.446 0.916
C 0.841 -2.765 2.054
H 1.173 -2.920 3.078
H -1.389 -3.228 2.169
H 1.168 -2.277 -1.300
H 2.775 -2.365 0.913
C -1.304 0.251 2.379
C -0.048 0.116 3.067
C 0.981 0.751 2.270
H 0.075 -0.295 4.078
C 0.341 1.251 1.055
C -1.076 0.995 1.165
H -1.856 1.412 0.529
H -2.285 -0.064 2.745
H 2.013 0.937 2.573
H 0.837 1.854 0.287
O 3.566 1.570 -1.485
C 3.627 0.508 -0.507
C 4.013 -0.813 -1.180
H 2.716 0.451 0.122
H 4.416 0.824 0.165
C 4.047 -0.444 -2.682
H 3.275 -1.584 -0.950
H 4.987 -1.104 -0.760
C 3.317 0.902 -2.754
H 3.659 -1.242 -3.314
H 5.091 -0.242 -2.934
H 2.233 0.728 -2.904
H 3.657 1.561 -3.557
C -6.819 2.863 -1.657
C -6.223 2.309 -0.394
C -5.714 3.188 0.556
C -5.088 2.723 1.715
C -4.960 1.348 1.910
C -5.383 0.456 0.906
N -5.017 -0.876 1.042
C -4.849 -1.856 0.049
C -5.486 -3.097 0.192
C -5.476 -4.008 -0.862
C -4.754 -3.724 -2.032
C -4.015 -2.543 -2.121
C -4.042 -1.628 -1.074
C -3.090 -0.432 -1.106
O -3.531 0.663 -1.510
O -1.912 -0.729 -0.738
C -6.153 0.925 -0.185
C -6.840 -0.016 -1.115
H -6.330 2.442 -2.547
H -7.897 2.668 -1.733
H -6.681 3.948 -1.675
H -5.816 4.258 0.369
H -4.692 3.425 2.447
H -4.489 0.949 2.816
H -4.880 -1.212 1.995
H -6.034 -3.311 1.114
H -6.036 -4.941 -0.778
H -4.748 -4.419 -2.874
H -3.394 -2.306 -2.983
H -6.148 -0.361 -1.896
H -7.237 -0.890 -0.593
H -7.674 0.489 -1.610

Summary:
Multiplicity: 5
Max |F| (eV/A): 2.70
Relative energy (zero: lowest compared OMol25 entry of this formula, charge and spin) (kJ/mol): 46.9
Frontier orbital gap (spin up / spin down) (eV): 4.3 / 6.7
E_HOMO (spin up / spin down) (eV): -2.14 / -4.52
Charge: -1